{"formula": "C38H40InN6OS4Si", "method": "ωB97M-V/def2-TZVPD", "symbols": ["In", "N", "C", "S", "N", "N", "C", "C", "C", "C", "C", "C", "C", "O", "H", "H", "H", "H", "H", "H", "H", "C", "C", "N", "C", "C", "S", "C", "C", "S", "C", "N", "C", "H", "H", "H", "H", "H", "H", "H", "H", "C", "C", "C", "C", "C", "C", "C", "C", "S", "C", "N", "C", "C", "C", "C", "C", "C", "C", "C", "H", "H", "H", "H", "H", "H", "H", "H", "H", "H", "H", "H", "H", "H", "H", "H", "C", "Si", "C", "C", "C", "C", "H", "H", "H", "H", "H", "H", "H", "H", "H"], "positions_angstrom": [[0.166, 0.148, -0.333], [0.429, 1.190, -5.314], [0.406, 1.391, -3.948], [-1.188, 0.812, -3.174], [1.346, 1.995, -3.371], [1.381, 2.205, -2.014], [2.406, 2.912, -1.669], [2.868, 3.213, -0.346], [4.117, 3.861, -0.255], [4.740, 4.105, 0.941], [4.117, 3.676, 2.127], [2.895, 3.065, 2.093], [2.178, 2.835, 0.868], [1.013, 2.347, 0.889], [-0.142, 0.426, -5.636], [1.359, 1.205, -5.705], [3.029, 3.303, -2.482], [4.607, 4.151, -1.181], [5.701, 4.604, 0.978], [4.616, 3.832, 3.078], [2.420, 2.715, 3.004], [-1.906, -3.598, -0.114], [-2.755, -2.488, 0.390], [-2.696, -1.262, 0.000], [-3.578, -0.445, 0.668], [-4.347, -1.085, 1.593], [-3.949, -2.754, 1.652], [-3.587, 0.995, 0.409], [-4.555, 1.877, 0.794], [-4.088, 3.485, 0.411], [-2.594, 2.864, -0.271], [-2.506, 1.583, -0.203], [-1.528, 3.739, -0.825], [-1.328, -3.241, -0.964], [-2.511, -4.465, -0.387], [-1.196, -3.901, 0.657], [-5.090, -0.672, 2.254], [-5.507, 1.674, 1.258], [-1.708, 4.788, -0.598], [-1.464, 3.612, -1.909], [-0.572, 3.408, -0.404], [-2.219, 1.628, 6.010], [-1.282, 1.995, 4.851], [-0.401, 3.199, 5.215], [-2.130, 2.403, 3.642], [-0.374, 0.809, 4.534], [0.582, 0.383, 5.470], [1.522, -0.589, 5.178], [1.514, -1.153, 3.909], [2.645, -2.228, 3.137], [1.713, -2.088, 1.620], [0.635, -1.385, 1.751], [0.519, -0.799, 2.988], [-0.426, 0.172, 3.308], [2.218, -2.555, 0.336], [3.384, -3.331, 0.267], [3.907, -3.669, -0.965], [3.289, -3.196, -2.122], [2.156, -2.401, -2.031], [1.537, -2.082, -0.812], [-2.855, 2.477, 6.273], [-1.661, 1.326, 6.898], [-2.862, 0.796, 5.714], [-1.015, 4.091, 5.361], [0.297, 3.392, 4.397], [0.176, 3.028, 6.125], [-2.749, 3.263, 3.906], [-2.795, 1.596, 3.327], [-1.489, 2.679, 2.802], [0.613, 0.843, 6.451], [2.268, -0.876, 5.908], [-1.129, 0.448, 2.534], [3.885, -3.652, 1.177], [4.799, -4.279, -1.033], [3.708, -3.453, -3.091], [1.710, -2.022, -2.952], [-2.102, -3.441, -6.679], [-0.761, -3.340, -5.347], [0.935, -3.120, -6.153], [-0.813, -4.948, -4.368], [-1.040, -1.827, -4.352], [-1.129, -0.735, -3.831], [-1.931, -4.284, -7.353], [-2.145, -2.533, -7.282], [-3.083, -3.577, -6.220], [1.128, -3.893, -6.900], [1.724, -3.173, -5.401], [1.015, -2.150, -6.647], [-0.668, -5.800, -5.035], [-1.778, -5.071, -3.874], [-0.038, -4.980, -3.601]], "forces_ev_per_a": [[0.160, -0.393, 0.088], [-0.047, 0.107, -0.139], [-0.584, -0.098, 0.287], [0.690, 0.305, -0.228], [0.445, 0.251, -0.547], [-0.273, -0.061, 0.399], [-0.150, -0.067, -0.342], [0.062, 0.037, 0.400], [-0.093, -0.084, -0.077], [0.182, 0.123, 0.077], [-0.051, 0.010, -0.114], [0.044, -0.055, 0.075], [0.004, 0.151, -0.086], [-0.072, -0.019, 0.006], [0.030, -0.084, -0.017], [0.027, 0.001, 0.049], [0.032, -0.087, 0.027], [-0.013, 0.011, -0.008], [0.000, -0.021, -0.037], [-0.016, -0.010, 0.017], [-0.050, 0.026, -0.018], [0.166, -0.020, -0.008], [-0.442, 0.010, 0.450], [0.180, 0.102, -0.305], [-0.107, -0.313, 0.226], [0.011, -0.120, 0.067], [0.217, 0.228, -0.336], [-0.152, 0.593, -0.027], [-0.023, 0.077, -0.073], [0.297, -0.325, -0.099], [-0.449, 0.206, 0.259], [-0.119, -0.311, -0.002], [0.110, -0.079, -0.047], [0.008, -0.011, -0.036], [0.034, 0.032, -0.045], [0.021, -0.006, -0.006], [0.037, 0.071, 0.001], [0.024, -0.057, 0.044], [0.023, 0.015, -0.004], [-0.029, 0.050, 0.000], [0.009, 0.074, 0.007], [0.030, 0.062, -0.048], [-0.045, 0.010, 0.016], [-0.040, -0.052, -0.015], [0.079, -0.071, 0.071], [-0.119, -0.022, -0.156], [0.091, -0.073, 0.107], [-0.010, 0.027, 0.044], [-0.105, -0.098, -0.234], [-0.107, 0.091, -0.182], [-0.018, 0.184, 0.714], [-0.032, -0.056, -0.263], [0.246, -0.126, 0.451], [0.053, -0.034, -0.033], [0.055, -0.207, -0.673], [-0.151, 0.102, 0.181], [0.100, -0.102, -0.059], [0.007, -0.023, -0.051], [-0.161, -0.182, 0.069], [0.103, 0.238, 0.172], [0.007, 0.012, 0.014], [0.000, 0.005, 0.013], [-0.009, -0.016, 0.044], [-0.013, -0.006, 0.033], [0.021, 0.058, 0.023], [0.001, -0.003, 0.009], [0.001, 0.016, -0.004], [-0.018, 0.005, -0.037], [-0.050, -0.008, -0.053], [-0.003, 0.033, -0.017], [-0.003, 0.041, 0.018], [-0.013, 0.074, 0.002], [0.036, -0.045, -0.033], [-0.001, 0.007, 0.018], [0.019, 0.032, 0.006], [0.052, -0.030, -0.028], [0.141, 0.066, 0.186], [0.102, -0.266, -0.397], [-0.219, -0.042, 0.145], [0.012, 0.330, 0.063], [-0.028, -0.115, 0.026], [-0.146, -0.156, -0.084], [0.052, -0.033, 0.025], [0.035, 0.030, 0.020], [-0.007, 0.008, 0.023], [-0.038, -0.042, 0.004], [-0.015, 0.011, 0.037], [-0.040, 0.015, -0.004], [0.009, 0.030, -0.060], [-0.020, 0.012, 0.006], [0.016, 0.049, 0.010]], "relative_energy_ev": 3.6568, "spin_multiplicity": 1, "homo_lumo_gap_ev": 4.89, "e_homo_ha": -0.100, "fmax_ev_per_a": 0.79, "charge": -1}